Computed, not measured: a cluster of 4 separate species, C44H96BN2O11S in total in a non-equilibrium geometry, with ωB97M-V/def2-TZVPD.

Geometry (Å):
C 12.6717 3.1437 0.4462
C 11.5675 3.4938 -0.5615
C 12.1744 4.0425 -1.8582
C 11.2015 4.8955 -2.6794
C 10.9331 6.2752 -2.0288
C 9.4662 6.4548 -1.6457
C 9.1695 7.7833 -0.9242
C 8.0143 7.6997 0.0874
C 6.8006 8.6059 -0.2204
C 5.4888 7.8193 -0.3085
C 4.2504 8.7330 -0.2734
C 3.0686 8.3182 -1.1685
C 2.8837 6.8025 -1.2721
C 1.4782 6.3684 -1.7083
C 1.1282 4.9761 -1.1599
C 0.2777 5.0080 0.1298
B 0.7039 6.1726 1.1144
O 0.1502 7.4423 0.9218
O 1.6214 5.9337 2.0734
C 2.0998 7.0181 2.8765
C -1.1974 5.0372 -0.2567
C -1.5864 3.7707 -1.0201
N -0.4107 3.0632 -1.6377
C -0.9034 1.9951 -2.5862
S -0.3778 0.3394 -2.0914
C -1.2743 0.1444 -0.5185
C -0.5372 -0.8332 0.4025
C 0.4798 4.1046 -2.2615
C 1.5363 3.5412 -3.2212
C 2.2404 2.2510 -2.8499
C 2.9039 2.0670 -1.5051
N 2.2615 1.3638 -3.7603
H 12.3053 2.5249 1.2596
H 13.4801 2.6388 -0.0811
H 13.0841 4.0722 0.8401
H 10.9271 4.2703 -0.1419
H 10.9767 2.6059 -0.7817
H 12.5602 3.2132 -2.4533
H 13.0342 4.6662 -1.6011
H 10.2639 4.3511 -2.8045
H 11.6449 5.0335 -3.6650
H 11.5456 6.3629 -1.1307
H 11.2316 7.0393 -2.7445
H 8.8839 6.4282 -2.5711
H 9.1594 5.5949 -1.0496
H 8.9583 8.5249 -1.6948
H 10.0914 8.1169 -0.4461
H 7.6738 6.6651 0.1504
H 8.3992 7.9426 1.0776
H 6.9796 9.0896 -1.1820
H 6.7235 9.3962 0.5253
H 5.4604 7.1601 0.5613
H 5.5381 7.2125 -1.2108
H 4.5692 9.7377 -0.5530
H 3.9148 8.8139 0.7610
H 2.1543 8.7154 -0.7266
H 3.2096 8.7501 -2.1582
H 3.6180 6.3487 -1.9376
H 3.0879 6.3763 -0.2827
H 1.4716 6.3036 -2.8008
H 0.7265 7.1111 -1.4493
H 2.0632 4.4881 -0.8906
H 0.4624 4.0638 0.6626
H -0.4624 7.6690 1.6215
H 2.8797 6.6216 3.5176
H 1.3086 7.4311 3.4970
H 2.5131 7.8088 2.2570
H -1.4082 5.9315 -0.8410
H -1.8231 5.0996 0.6332
H -2.2531 4.0321 -1.8387
H -2.1166 3.0773 -0.3746
H 0.1297 2.5942 -0.9112
H -1.9895 1.9990 -2.5826
H -0.5652 2.1969 -3.5948
H -2.2946 -0.1754 -0.7222
H -1.3584 1.1085 -0.0167
H -0.3984 -0.3713 1.3797
H 0.4567 -1.0794 0.0380
H -1.1170 -1.7356 0.5689
H -0.1806 4.7503 -2.8418
H 2.2934 4.3079 -3.3896
H 1.0831 3.3566 -4.1931
H 3.6239 1.2557 -1.5661
H 2.1754 1.8404 -0.7248
H 3.4595 2.9581 -1.2151
H 2.7789 0.5394 -3.4609
C -7.7749 -2.0165 2.3055
O -7.2496 -2.5528 1.1090
C -6.9385 -1.5876 0.1221
C -5.6523 -1.9439 -0.5907
O -4.4666 -1.8156 0.1864
C -4.2833 -2.7094 1.2802
C -4.0406 -4.1541 0.9079
O -5.2062 -4.7444 0.3576
C -4.9497 -5.5381 -0.7826
H -8.8438 -1.8054 2.2010
H -7.6375 -2.7590 3.0909
H -7.2475 -1.1027 2.5989
H -6.8532 -0.5888 0.5645
H -7.7445 -1.5663 -0.6229
H -5.5283 -1.2329 -1.4124
H -5.7250 -2.9361 -1.0348
H -5.1019 -2.6253 1.9946
H -3.3822 -2.3529 1.7881
H -3.7683 -4.7038 1.8171
H -3.2002 -4.2193 0.2085
H -4.2589 -5.0365 -1.4693
H -5.8955 -5.6919 -1.3008
H -4.5425 -6.5121 -0.4933
C -12.1760 -7.6953 -0.4646
O -11.4327 -8.0013 0.6938
C -10.6181 -9.1548 0.5845
C -9.2757 -8.9696 1.2572
O -8.3803 -8.0914 0.5957
C -8.6358 -6.6966 0.6108
C -8.3913 -6.0036 1.9314
O -9.3624 -6.3556 2.9071
C -8.8318 -6.6147 4.1861
H -13.0747 -8.3172 -0.5367
H -12.4781 -6.6508 -0.3947
H -11.5762 -7.8210 -1.3721
H -10.4612 -9.4222 -0.4661
H -11.1306 -9.9906 1.0790
H -8.7763 -9.9412 1.2268
H -9.3983 -8.7024 2.3082
H -9.6313 -6.4682 0.2255
H -7.9150 -6.2758 -0.0949
H -8.4670 -4.9216 1.7707
H -7.3781 -6.2303 2.2800
H -7.9473 -7.2586 4.1302
H -9.5984 -7.1335 4.7605
H -8.5706 -5.6849 4.7053
C -2.3153 -9.5089 2.2679
O -1.4469 -8.9908 1.2825
C -2.0410 -8.0511 0.4088
C -1.0954 -6.9087 0.0913
O -0.8340 -6.0077 1.1639
C -0.0947 -6.4929 2.2775
C 1.3723 -6.7660 2.0220
O 1.5783 -7.8971 1.1971
C 2.5787 -7.7309 0.2167
H -2.9535 -10.2987 1.8592
H -1.6980 -9.9316 3.0596
H -2.9446 -8.7242 2.7014
H -2.9674 -7.6526 0.8378
H -2.2898 -8.5616 -0.5313
H -1.5802 -6.2971 -0.6751
H -0.1668 -7.2829 -0.3408
H -0.5824 -7.3531 2.7358
H -0.1357 -5.6781 3.0058
H 1.8491 -6.9566 2.9923
H 1.8355 -5.8751 1.5831
H 2.4768 -6.7700 -0.3000
H 2.4550 -8.5289 -0.5139
H 3.5801 -7.8037 0.6540

As for the multiplicity: 1. The charge is +1. The orbital gap comes out at 7.83 eV. The calculation puts the energy at -3093.9351 Ha. The LUMO energy is -2.19 eV.